# 1
Entry from OMol25: 2 unconnected molecules or ions with the total composition C2HN2O3S at a distorted geometry (ωB97M-V/def2-TZVPD).

CARTESIAN COORDINATES (ANGSTROEM)
C -1.460 -2.699 -1.161
C -0.660 2.008 -0.449
N -0.655 -3.515 -1.018
N -0.508 0.427 0.064
O 0.462 2.400 -0.611
O -1.799 2.346 -0.530
O -1.384 -0.382 0.395
S -2.598 -1.537 -1.372
H 0.441 0.042 -0.092

relative energy (zero: lowest compared OMol25 entry of this formula, charge and spin) = 38.2 kcal per mole
calculated total energy = -810.2234 hartree
LUMO (alpha / beta) = 2.7827 / 1.7035 eV
gap between HOMO and LUMO (alpha / beta) = 8.05 / 6.47 eV
net charge = -1
HOMO level (alpha / beta) = -5.267 / -4.765 eV
max |F| = 1.37 eV/A



# 2
Entry from OMol25: C2HN3O2 in the gas phase at a distorted geometry (ωB97M-V/def2-TZVPD).

CARTESIAN COORDINATES (ANGSTROEM)
C -0.327 -0.656 -0.140
C 0.999 -0.480 -0.716
N 1.357 0.814 -0.670
N 0.355 1.445 -0.017
N -0.545 0.684 0.454
O 0.978 -1.462 0.203
O -1.527 0.983 1.099
H -1.289 -1.327 -0.214

relative energy (zero: lowest compared OMol25 entry of this formula, charge and spin) = 207.1 kcal per mole
calculated total energy = -391.2707 hartree
LUMO (alpha / beta) = -2.2403 / -1.5774 eV
gap between HOMO and LUMO (alpha / beta) = 7.40 / 8.47 eV
structure (SMILES) = [O-][N+]1=NN=C2O[C@H]21
HOMO level (alpha / beta) = -9.640 / -10.049 eV
max |F| = 4.13 eV/A



# 3
Entry from OMol25: C2HN3O3 in the gas phase at a distorted geometry (ωB97M-V/def2-TZVPD).

CARTESIAN COORDINATES (ANGSTROEM)
C -0.767 -0.505 -0.229
C 0.911 0.692 0.720
H -2.355 -0.553 0.508
N -1.984 -0.897 -0.355
N 0.146 -0.572 -1.433
N 1.303 -0.289 -1.416
O 1.734 0.636 -0.267
O 1.244 1.547 1.515
O -0.232 -0.059 0.957

relative energy (zero: lowest compared OMol25 entry of this formula, charge and spin) = 114.3 kcal per mole
calculated total energy = -466.6856 hartree
LUMO = -1.4293 eV
gap between HOMO and LUMO = 9.65 eV
structure (SMILES) = [H]/N=c1/nnoc(=O)o1
HOMO level = -11.078 eV
max |F| = 6.22 eV/A



# 4
Entry from OMol25: C2HN3O3 in the gas phase at a distorted geometry (ωB97M-V/def2-TZVPD).

CARTESIAN COORDINATES (ANGSTROEM)
C 0.841 -1.322 0.061
C 0.893 1.283 0.052
N 2.234 -1.419 0.005
N 2.293 1.326 -0.013
N 0.329 -0.005 -0.003
O 0.108 -2.266 0.131
O 0.203 2.257 0.144
O 2.754 -0.044 -0.036
H -0.688 0.014 -0.024

relative energy (zero: lowest compared OMol25 entry of this formula, charge and spin) = 6.1 kcal per mole
calculated total energy = -466.6002 hartree
LUMO (alpha / beta) = 0.0789 / -4.1900 eV
gap between HOMO and LUMO (alpha / beta) = 10.91 / 7.36 eV
multiplicity = 3
HOMO level (alpha / beta) = -10.835 / -11.554 eV
max |F| = 2.70 eV/A



# 5
Entry from OMol25: 2 unconnected molecules or ions with the total composition C2HN4 at a distorted geometry (ωB97M-V/def2-TZVPD).

CARTESIAN COORDINATES (ANGSTROEM)
C -0.567 -1.533 0.997
C -0.926 -0.444 0.310
N -0.293 -2.447 1.661
N 1.690 1.154 -0.812
N 2.656 1.621 -1.093
N -0.950 0.570 -0.262
H -1.611 1.079 -0.801

relative energy (zero: lowest compared OMol25 entry of this formula, charge and spin) = 12.9 kcal per mole
calculated total energy = -295.4722 hartree
LUMO = -8.1295 eV
gap between HOMO and LUMO = 10.35 eV
net charge = +1
HOMO level = -18.477 eV
max |F| = 3.56 eV/A



# 6
Entry from OMol25: C2HN5O in the gas phase at a distorted geometry (ωB97M-V/def2-TZVPD).

CARTESIAN COORDINATES (ANGSTROEM)
C -0.228 0.491 -1.153
C 0.627 -0.569 0.878
H 1.523 -0.789 1.574
N -0.163 -0.967 -1.282
N 0.420 -1.298 -0.263
N -0.213 0.211 1.427
N -1.338 0.784 0.763
N -1.285 1.002 -0.478
O 0.656 1.135 -1.466

relative energy (zero: lowest compared OMol25 entry of this formula, charge and spin) = 81.7 kcal per mole
calculated total energy = -425.6478 hartree
LUMO = -1.6689 eV
gap between HOMO and LUMO = 8.49 eV
structure (SMILES) = O=c1nncnnn1
HOMO level = -10.155 eV
max |F| = 6.25 eV/A